Entry from the OMol25 dataset: an isolated molecule of C19H18FN3O7S (ωB97M-V/def2-TZVPD).

Summary:
Energy (a.u.): -1923.8393
E_HOMO (eV): -9.0097
ΔE to the lowest compared entry with this formula, charge and spin (kJ/mol): 0.00
SMILES: CCC(=O)Oc1ccc2c(=O)n(Cc3cccc(NS(=O)(=O)NC)c3F)c(=O)oc2c1

Element x y z (Å)
C -1.532 6.436 2.188
C -0.970 5.327 3.112
C -1.026 3.924 2.438
O 0.033 3.490 1.968
O -2.247 3.427 2.248
C -2.277 2.264 1.492
C -2.770 2.255 0.195
C -2.763 1.086 -0.590
C -2.239 -0.087 -0.048
C -2.166 -1.363 -0.757
O -2.494 -1.366 -1.928
N -1.749 -2.527 -0.095
C -1.353 -3.732 -0.902
C 0.161 -3.803 -1.026
C 0.916 -4.763 -0.352
C 2.348 -4.793 -0.418
C 3.004 -3.825 -1.186
C 2.280 -2.882 -1.908
N 2.878 -1.932 -2.692
S 3.914 -0.863 -1.971
O 4.107 -1.053 -0.538
O 5.105 -0.727 -2.772
N 2.889 0.403 -2.271
C 1.929 0.718 -1.194
C 0.884 -2.880 -1.811
F 0.172 -1.918 -2.471
C -1.352 -2.439 1.201
O -1.171 -3.495 1.787
O -1.248 -1.242 1.844
C -1.783 -0.127 1.244
C -1.811 1.052 1.986
H -2.595 6.199 2.004
H -1.497 7.439 2.624
H -0.968 6.416 1.253
H -1.488 5.297 4.048
H 0.082 5.557 3.311
H -3.182 3.185 -0.209
H -3.111 1.031 -1.612
H -1.808 -3.719 -1.892
H -1.744 -4.637 -0.369
H 0.415 -5.426 0.333
H 2.937 -5.506 0.121
H 4.101 -3.805 -1.136
H 2.222 -1.314 -3.147
H 3.473 1.193 -2.431
H 1.328 1.593 -1.393
H 2.438 0.922 -0.249
H 1.185 -0.069 -1.022
H -1.453 1.079 2.996

natural (NBO) population analysis, charges in e, atoms 1 to 5: number 1, C, carries -0.60; number 2, C, carries -0.48; number 3, C, carries 0.79; number 4, O, carries -0.59; number 5, O, carries -0.48

***

Entry from the OMol25 dataset: a structure of composition C19H18N2O2 (ωB97M-V/def2-TZVPD).

Summary:
Energy (a.u.): -994.0952
E_HOMO (eV): -8.0203
ΔE to the lowest compared entry with this formula, charge and spin (kJ/mol): 2006.17

Element x y z (Å)
C 0.287 3.018 -1.003
N -0.291 1.902 -0.456
C -0.489 0.886 -1.384
C -1.736 -0.113 -0.948
C -2.817 0.277 -0.344
C -3.953 -0.450 0.243
C -4.022 -1.837 0.018
C -2.909 -2.215 -1.007
C -1.880 -1.404 -1.360
H -0.971 -1.897 -1.840
H -2.955 -3.080 -1.140
H -4.872 -2.219 0.065
N -4.960 0.019 0.844
O -4.886 1.458 1.304
O -5.916 -0.547 1.119
H -2.908 1.466 0.208
H 0.294 0.020 -1.441
H -0.944 1.157 -2.256
C 0.232 1.642 0.775
C 1.513 1.055 0.884
C 2.530 1.909 0.669
C 3.790 1.611 0.739
C 4.203 0.311 0.462
C 3.127 -0.727 0.611
C 3.493 -1.975 0.038
C 2.601 -3.074 0.323
C 1.199 -2.899 0.562
C 0.897 -1.234 0.681
C 1.758 -0.415 0.747
H -0.135 -1.175 0.975
H 0.430 -3.359 0.578
H 2.727 -4.168 0.084
H 4.558 -2.386 0.141
H 5.207 -0.251 0.230
H 4.655 2.198 0.585
H 2.406 3.166 0.936
H 0.140 2.442 1.288
H -0.547 0.829 1.562
H 0.294 3.884 -0.362
H 1.130 2.895 -1.352
H -0.279 3.277 -1.776

natural (NBO) population analysis, charges in e, atoms 1 to 5: number 1, C, carries -0.37; number 2, N, carries -0.45; number 3, C, carries -0.20; number 4, C, carries -0.05; number 5, C, carries -0.13

***

Entry from the OMol25 dataset: an isolated molecule of C19H18N2O5S (ωB97M-V/def2-TZVPD).

Summary:
Energy (a.u.): -1618.6575
E_HOMO (eV): -8.2921
ΔE to the lowest compared entry with this formula, charge and spin (kJ/mol): 319.88
SMILES: COc1cc(-c2nnc(SCC(=O)c3ccccc3)o2)cc(OC)c1OC

Element x y z (Å)
C -4.406 0.287 -2.079
O -4.285 1.381 -1.201
C -3.236 1.413 -0.345
C -2.274 0.421 -0.234
C -1.258 0.545 0.713
C -0.272 -0.498 0.849
N 0.724 -0.541 1.679
N 1.384 -1.692 1.470
C 0.757 -2.309 0.511
S 1.134 -3.833 -0.198
C 2.574 -4.304 0.828
C 3.819 -4.447 -0.035
O 4.370 -5.519 -0.129
C 4.278 -3.249 -0.768
C 4.050 -1.946 -0.327
C 4.512 -0.876 -1.070
C 5.201 -1.088 -2.254
C 5.444 -2.380 -2.692
C 4.992 -3.454 -1.951
O -0.305 -1.616 0.064
C -1.175 1.670 1.522
C -2.120 2.681 1.402
O -2.003 3.764 2.238
C -1.885 5.028 1.602
C -3.173 2.548 0.489
O -4.152 3.502 0.346
C -5.001 3.658 1.471
H -5.299 0.485 -2.669
H -4.533 -0.654 -1.534
H -3.542 0.209 -2.745
H -2.306 -0.461 -0.852
H 2.678 -3.532 1.588
H 2.345 -5.267 1.284
H 3.532 -1.758 0.602
H 4.335 0.130 -0.720
H 5.554 -0.246 -2.831
H 5.987 -2.549 -3.610
H 5.172 -4.468 -2.274
H -0.379 1.763 2.242
H -2.708 5.224 0.912
H -0.938 5.092 1.057
H -1.893 5.763 2.405
H -5.604 2.757 1.624
H -5.654 4.496 1.237
H -4.437 3.870 2.383

natural (NBO) population analysis, charges in e, atoms 1 to 5: number 1, C, carries -0.25; number 2, O, carries -0.49; number 3, C, carries 0.35; number 4, C, carries -0.31; number 5, C, carries -0.10

***

Entry from the OMol25 dataset: an isolated molecule of C19H18N4O6S (ωB97M-V/def2-TZVPD).

Summary:
Energy (a.u.): -1803.5121
E_HOMO (eV): -8.8404
ΔE to the lowest compared entry with this formula, charge and spin (kJ/mol): 0.00
SMILES: CCOC(=O)c1ccc(NC(=O)CSc2nnc(CNC(=O)c3ccco3)o2)cc1

Element x y z (Å)
C 4.611 3.779 -2.637
C 4.486 2.472 -1.876
O 3.141 2.010 -1.996
C 2.851 0.863 -1.377
O 3.665 0.231 -0.741
C 1.437 0.463 -1.547
C 1.039 -0.803 -1.117
C -0.276 -1.195 -1.237
C -1.219 -0.331 -1.796
N -2.542 -0.770 -1.860
C -3.648 -0.059 -2.208
O -3.658 0.995 -2.789
C -4.968 -0.746 -1.848
S -4.904 -1.808 -0.370
C -4.153 -0.680 0.699
N -3.928 0.579 0.477
N -3.251 1.034 1.547
C -3.098 0.047 2.365
C -2.298 0.025 3.619
N -0.931 -0.322 3.307
C -0.469 -1.594 3.476
O -1.111 -2.462 4.033
C 0.879 -1.811 2.942
C 1.668 -2.933 2.989
C 2.853 -2.608 2.298
C 2.706 -1.317 1.881
O 1.520 -0.826 2.262
O -3.657 -1.092 1.880
C -0.824 0.931 -2.236
C 0.493 1.321 -2.108
H 3.932 4.520 -2.223
H 4.363 3.627 -3.684
H 5.629 4.148 -2.562
H 4.721 2.604 -0.814
H 5.160 1.708 -2.279
H 1.777 -1.467 -0.692
H -0.581 -2.174 -0.893
H -2.700 -1.686 -1.456
H -5.720 0.028 -1.698
H -5.284 -1.399 -2.663
H -2.342 1.007 4.094
H -2.678 -0.754 4.286
H -0.389 0.329 2.759
H 1.413 -3.859 3.461
H 3.699 -3.242 2.133
H 3.343 -0.677 1.301
H -1.555 1.597 -2.662
H 0.798 2.300 -2.440

natural (NBO) population analysis, charges in e, atoms 1 to 5: number 1, C, carries -0.62; number 2, C, carries -0.07; number 3, O, carries -0.51; number 4, C, carries 0.80; number 5, O, carries -0.63

***

Entry from the OMol25 dataset: an isolated molecule of C19H18N6O3S3 (ωB97M-V/def2-TZVPD).

Summary:
Energy (a.u.): -2483.7037
E_HOMO (eV): -8.4055
SMILES: Cc1csc(NC(=O)CSc2nnc(NC(=O)[C@H]3CC(=O)N(c4ccccc4)C3)s2)n1

Element x y z (Å)
C -1.280 -1.592 6.519
C -1.553 -2.193 5.185
C -1.056 -3.366 4.715
S -1.626 -3.688 3.118
C -2.516 -2.172 3.209
N -3.279 -1.792 2.141
C -3.997 -0.639 1.942
O -4.642 -0.495 0.934
C -3.910 0.385 3.051
S -4.516 1.984 2.442
C -3.377 2.175 1.165
N -2.329 1.440 1.011
N -1.611 1.742 -0.061
C -2.082 2.717 -0.756
N -1.558 3.235 -1.902
C -0.417 2.895 -2.604
O -0.147 3.515 -3.604
C 0.392 1.744 -2.064
C -0.234 0.391 -2.418
C 0.960 -0.537 -2.603
O 0.901 -1.743 -2.634
N 2.072 0.236 -2.747
C 3.375 -0.224 -2.986
C 3.757 -1.515 -2.628
C 5.049 -1.947 -2.860
C 5.982 -1.104 -3.441
C 5.607 0.179 -3.797
C 4.315 0.621 -3.574
C 1.776 1.656 -2.715
S -3.574 3.399 -0.082
N -2.378 -1.538 4.319
H -2.214 -1.461 7.063
H -0.825 -0.611 6.396
H -0.614 -2.229 7.093
H -0.398 -4.056 5.202
H -3.312 -2.441 1.362
H -4.550 0.099 3.886
H -2.887 0.493 3.405
H -2.081 3.997 -2.321
H 0.466 1.830 -0.978
H -0.904 0.016 -1.648
H -0.777 0.432 -3.365
H 3.038 -2.179 -2.180
H 5.330 -2.951 -2.578
H 6.991 -1.445 -3.617
H 6.323 0.846 -4.255
H 4.044 1.622 -3.872
H 1.730 2.077 -3.727
H 2.537 2.191 -2.141

natural (NBO) population analysis, charges in e, atoms 1 to 5: number 1, C, carries -0.63; number 2, C, carries 0.16; number 3, C, carries -0.46; number 4, S, carries 0.36; number 5, C, carries 0.27

***

Entry from the OMol25 dataset: a structure of composition C19H18NW (ωB97M-V/def2-TZVPD).

Summary:
Energy (a.u.): -855.3033
Charge: +3
E_HOMO (eV): -18.7701

Element x y z (Å)
W 0.458 -0.079 -0.693
C -2.339 -0.476 -4.671
C -2.350 -0.227 -3.136
C -3.181 1.000 -2.778
C -0.914 -0.139 -2.737
C -0.149 -1.309 -2.440
C 1.320 -1.254 -2.380
C 2.018 -0.025 -2.557
C 3.501 0.032 -2.710
C 1.221 1.145 -2.392
C -0.247 1.087 -2.471
H -3.374 -0.583 -4.991
H -1.802 -1.385 -4.940
H -1.903 0.372 -5.200
H -2.767 -1.126 -2.669
H -2.884 1.876 -3.357
H -3.143 1.241 -1.713
H -4.222 0.800 -3.027
H -0.623 -2.286 -2.444
H 1.876 -2.184 -2.325
H 3.992 -0.016 -1.733
H 3.806 0.959 -3.193
H 3.855 -0.815 -3.296
H 1.700 2.118 -2.349
H -0.793 2.024 -2.488
N 0.336 0.011 9.126
C 0.389 -0.009 7.977
C 0.441 -0.033 6.559
C 0.430 -1.284 5.894
C 0.481 -1.318 4.536
C 0.543 -0.079 3.800
C 0.554 1.184 4.497
C 0.501 1.195 5.855
C 0.601 -0.100 2.455
C 0.691 -0.096 1.183
H 0.384 -2.197 6.472
H 0.478 -2.258 4.002
H 0.605 2.105 3.933
H 0.507 2.127 6.403

Mulliken population analysis, charges in e, atoms 1 to 5: number 1, W, carries 1.06; number 2, C, carries -1.34; number 3, C, carries 0.39; number 4, C, carries -1.63; number 5, C, carries 0.56

***

Entry from the OMol25 dataset: an isolated molecule of C19H19BrN4O3 (ωB97M-V/def2-TZVPD).

Summary:
Energy (a.u.): -3754.2311
E_HOMO (eV): -8.5136
ΔE to the lowest compared entry with this formula, charge and spin (kJ/mol): 2.22
SMILES: Cc1nc(O)[nH]c1C(=O)N1C[C@@H]2C[C@H]1CN2C(=O)/C=C/c1cccc(Br)c1

Element x y z (Å)
C -0.773 4.361 0.065
C 0.009 4.062 -1.162
N 1.029 4.897 -1.568
C 1.500 4.354 -2.654
O 2.491 4.831 -3.417
N 0.892 3.206 -2.988
C -0.107 3.005 -2.026
C -1.043 1.879 -2.011
O -2.128 1.951 -1.452
N -0.671 0.740 -2.688
C 0.720 0.241 -2.799
C 0.485 -1.265 -2.658
C -0.807 -1.436 -3.458
C -1.565 -0.431 -2.594
C -1.395 -1.041 -1.197
N -0.001 -1.502 -1.297
C 0.838 -1.884 -0.302
O 2.027 -2.087 -0.509
C 0.220 -2.048 1.043
C 0.984 -2.385 2.077
C 0.517 -2.564 3.459
C 1.386 -2.296 4.515
C 0.956 -2.410 5.827
C -0.342 -2.806 6.110
C -1.197 -3.086 5.056
Br -2.969 -3.650 5.423
C -0.787 -2.971 3.741
H -1.472 3.559 0.284
H -0.098 4.510 0.908
H -1.337 5.285 -0.071
H 2.779 5.660 -3.013
H 1.048 2.685 -3.832
H 1.162 0.473 -3.773
H 1.360 0.632 -2.009
H 1.341 -1.889 -2.887
H -0.717 -1.122 -4.497
H -1.213 -2.444 -3.396
H -2.584 -0.177 -2.859
H -1.536 -0.289 -0.422
H -2.090 -1.869 -1.031
H -0.843 -1.878 1.161
H 2.049 -2.494 1.891
H 2.401 -1.989 4.300
H 1.636 -2.193 6.640
H -0.685 -2.905 7.130
H -1.469 -3.217 2.939

natural (NBO) population analysis, charges in e, atoms 1 to 5: number 1, C, carries -0.65; number 2, C, carries 0.22; number 3, N, carries -0.54; number 4, C, carries 0.65; number 5, O, carries -0.66

***

Entry from the OMol25 dataset: a structure of composition C19H19BrN5O7SW (ωB97M-V/def2-TZVPD).

Summary:
Energy (a.u.): -4574.2197
Charge: +3
E_HOMO (eV): -17.6105
ΔE to the lowest compared entry with this formula, charge and spin (kJ/mol): 23.22

Element x y z (Å)
W -0.697 -0.092 0.512
C 1.196 -3.112 5.521
C 0.483 -2.819 4.247
C -0.807 -2.262 4.259
C -1.506 -2.072 3.095
C -0.889 -2.378 1.854
C 0.396 -2.976 1.837
C 1.075 -3.153 3.014
S -1.916 -2.405 0.421
O -2.736 -3.520 0.185
O -2.561 -1.032 0.675
N -0.952 -1.819 -0.695
C 0.113 -2.305 -1.548
C 0.984 -1.067 -1.710
O 1.708 -0.778 -2.591
O 0.809 -0.206 -0.615
H 0.829 -2.503 6.345
H 2.273 -2.994 5.420
H 1.015 -4.159 5.787
H -1.270 -2.017 5.206
H -2.517 -1.685 3.117
H 0.850 -3.294 0.909
H 2.064 -3.593 3.001
H -0.265 -2.605 -2.524
H 0.710 -3.127 -1.151
Br 3.168 4.936 0.246
C 2.935 4.509 2.051
C 3.261 5.456 3.039
N 3.129 5.242 4.347
C 2.674 4.081 4.757
C 2.327 3.074 3.828
C 2.465 3.279 2.437
C 1.855 1.862 4.295
O 1.475 0.892 4.711
O 0.257 0.427 1.796
H 3.641 6.428 2.744
H 2.578 3.923 5.826
H 2.187 2.536 1.703
C -3.459 3.322 -3.377
N -2.846 2.606 -2.252
C -3.253 2.765 -0.854
C -2.277 1.842 -0.211
O -2.072 1.479 0.980
N -1.487 1.265 -1.103
C -1.838 1.753 -2.350
N -1.225 1.407 -3.458
H -4.256 3.951 -2.990
H -3.892 2.615 -4.084
H -2.723 3.958 -3.868
H -4.282 2.439 -0.678
H -3.146 3.796 -0.506
H -0.401 0.825 -3.434
H -1.501 1.787 -4.353

natural (NBO) population analysis, charges in e, atoms 1 to 5: number 1, W, carries 2.24; number 2, C, carries -0.67; number 3, C, carries 0.16; number 4, C, carries -0.21; number 5, C, carries -0.14

***

Q: What is the energy in the eighth record?
A: -4574.2197 a.u.